[1]
{"formula": "C45H55BrN4O4RuSe", "method": "ωB97M-V/def2-TZVPD", "charge": 1, "e_homo_ha": [-0.356, -0.356], "de_lowest_kcal_mol": 0.0, "spin_multiplicity": 6, "symbols": ["Ru", "C", "C", "C", "C", "C", "C", "C", "Se", "C", "C", "C", "C", "C", "C", "O", "C", "C", "C", "C", "C", "C", "C", "C", "C", "O", "C", "C", "C", "C", "C", "C", "H", "H", "H", "H", "H", "H", "H", "H", "H", "H", "H", "H", "H", "H", "H", "H", "H", "H", "H", "H", "H", "H", "H", "H", "H", "H", "H", "H", "H", "H", "H", "H", "H", "H", "H", "H", "H", "H", "H", "H", "C", "O", "C", "C", "C", "Br", "C", "C", "C", "O", "C", "N", "C", "C", "C", "C", "C", "C", "N", "H", "H", "H", "H", "H", "H", "H", "H", "H", "H", "H", "N", "C", "C", "N", "C", "H", "H", "H", "H"], "positions_angstrom": [[0.1712, 1.9114, -1.2301], [2.7099, -4.5189, 1.9429], [1.5023, -4.0099, 2.7312], [0.3898, -5.0649, 2.6360], [1.9069, -3.8405, 4.2030], [0.9846, -2.6939, 2.1896], [1.6071, -2.0160, 1.1448], [1.0572, -0.8581, 0.6431], [1.9619, 0.0084, -0.8518], [1.1556, -1.1745, -2.1779], [1.6986, -2.4308, -2.3301], [1.1578, -3.3217, -3.2535], [0.0398, -2.8948, -3.9798], [-0.5146, -1.6398, -3.8837], [0.0545, -0.7031, -2.9513], [-0.3843, 0.4914, -2.8356], [-1.6568, -1.1921, -4.7814], [-2.7949, -0.5712, -3.9583], [-1.0782, -0.1616, -5.7623], [-2.2478, -2.3416, -5.6033], [1.7731, -4.6712, -3.5641], [2.9680, -5.0052, -2.6691], [2.2730, -4.6289, -5.0181], [0.7270, -5.7846, -3.4135], [-0.1328, -0.2797, 1.1636], [-0.6208, 0.7932, 0.6563], [-0.7298, -0.9429, 2.2932], [-0.1588, -2.1111, 2.7506], [-1.9676, -0.3337, 2.9346], [-1.5838, 1.0220, 3.5493], [-2.5419, -1.2011, 4.0587], [-3.0625, -0.1515, 1.8725], [3.0375, -5.4717, 2.3483], [3.5465, -3.8291, 2.0102], [2.4521, -4.6740, 0.8980], [0.7640, -6.0126, 3.0132], [0.0766, -5.2032, 1.6038], [-0.4810, -4.7886, 3.2223], [2.2796, -4.7856, 4.5895], [1.0629, -3.5358, 4.8153], [2.6927, -3.0959, 4.3024], [2.5317, -2.3690, 0.7159], [2.5563, -2.6979, -1.7306], [-0.4038, -3.5920, -4.6672], [-2.4359, 0.2419, -3.3293], [-3.2476, -1.3230, -3.3147], [-3.5644, -0.1831, -4.6231], [-0.7385, 0.7281, -5.2416], [-1.8309, 0.1221, -6.4925], [-0.2303, -0.5899, -6.2906], [-2.6694, -3.1100, -4.9591], [-1.5005, -2.7856, -6.2563], [-3.0470, -1.9621, -6.2367], [3.7465, -4.2511, -2.7502], [3.3970, -5.9523, -2.9865], [2.6743, -5.1082, -1.6275], [3.0081, -3.8367, -5.1405], [1.4611, -4.4512, -5.7170], [2.7420, -5.5744, -5.2777], [0.3244, -5.8001, -2.4037], [1.1889, -6.7480, -3.6124], [-0.0973, -5.6602, -4.1087], [-0.6093, -2.6179, 3.5883], [-0.7383, 0.9050, 4.2244], [-2.4190, 1.4216, 4.1186], [-1.3231, 1.7428, 2.7815], [-1.8332, -1.3215, 4.8745], [-2.8400, -2.1803, 3.6934], [-3.4256, -0.7157, 4.4660], [-2.7320, 0.5022, 1.0692], [-3.9523, 0.2792, 2.3240], [-3.3287, -1.1133, 1.4396], [-2.3535, 4.1379, -1.9387], [-1.3818, 3.9157, -0.9318], [-1.2366, 4.8566, 0.0521], [-1.7758, 6.1331, 0.0121], [-1.6068, 6.9711, 1.1083], [-2.2711, 8.7437, 1.0064], [-0.9918, 6.5298, 2.2579], [-0.4222, 5.2551, 2.2957], [-0.4778, 4.4431, 1.1604], [0.2131, 3.2530, 1.1120], [0.0753, 4.7777, 3.5690], [-0.3408, 5.2917, 4.7024], [0.1618, 4.4990, 5.6826], [-0.0418, 4.5499, 7.0616], [0.5732, 3.5862, 7.8280], [1.3890, 2.6060, 7.2509], [1.5943, 2.5264, 5.8855], [0.9524, 3.4695, 5.1010], [0.8719, 3.6812, 3.7491], [-3.3156, 4.4151, -1.4971], [-2.4460, 3.1812, -2.4584], [-2.0351, 4.9151, -2.6398], [-2.3115, 6.4890, -0.8518], [-0.9283, 7.1399, 3.1427], [-0.3853, 2.4661, 1.1253], [-0.6772, 5.3134, 7.4825], [0.4234, 3.5811, 8.8972], [1.8667, 1.8848, 7.8926], [2.2277, 1.7653, 5.4547], [1.2863, 3.1463, 3.0010], [1.0821, 4.0095, -4.9488], [2.1368, 4.6154, -4.3326], [2.0624, 4.2548, -3.0178], [0.9835, 3.4428, -2.8346], [0.4129, 3.3130, -4.0126], [0.8564, 4.0753, -5.9280], [2.8368, 5.2251, -4.8642], [2.7023, 4.5265, -2.2020], [-0.4668, 2.7277, -4.2110]]}

***

[2]
{"formula": "C45H55F22NO15SSi", "method": "ωB97M-V/def2-TZVPD", "e_homo_ha": -0.307, "smiles": "C[Si](C)(C)OCCN1c2ccccc2Sc2cc(F)ccc21.CCOC(=O)C(F)(F)F.CCOC(=O)C(F)(F)F.CCOC(=O)C(F)(F)F.CCOC(=O)C(F)(F)F.CCOC(=O)C(F)(F)F.CCOC(=O)C(F)(F)F.CCOC(=O)C(F)(F)F", "symbols": ["C", "Si", "C", "C", "O", "C", "C", "N", "C", "C", "C", "C", "C", "C", "S", "C", "C", "C", "F", "C", "C", "C", "H", "H", "H", "H", "H", "H", "H", "H", "H", "H", "H", "H", "H", "H", "H", "H", "H", "H", "H", "H", "C", "C", "O", "C", "O", "C", "F", "F", "F", "H", "H", "H", "H", "H", "C", "C", "O", "C", "O", "C", "F", "F", "F", "H", "H", "H", "H", "H", "C", "C", "O", "C", "O", "C", "F", "F", "F", "H", "H", "H", "H", "H", "C", "C", "O", "C", "O", "C", "F", "F", "F", "H", "H", "H", "H", "H", "C", "C", "O", "C", "O", "C", "F", "F", "F", "H", "H", "H", "H", "H", "C", "C", "O", "C", "O", "C", "F", "F", "F", "H", "H", "H", "H", "H", "C", "C", "O", "C", "O", "C", "F", "F", "F", "H", "H", "H", "H", "H"], "positions_angstrom": [[2.4397, -1.1510, -1.7380], [3.1072, 0.2730, -0.6955], [2.8921, 1.8264, -1.7639], [4.9706, -0.0016, -0.4787], [2.3173, 0.5219, 0.7621], [1.9490, -0.6379, 1.4967], [0.4299, -0.6481, 1.8320], [-0.3939, -0.2227, 0.6875], [-0.9385, 1.0920, 0.8435], [-0.2461, 2.1815, 0.3714], [-0.7719, 3.4396, 0.4836], [-1.9988, 3.6780, 1.0551], [-2.6906, 2.6028, 1.5620], [-2.1496, 1.3481, 1.4468], [-3.0255, -0.0654, 2.1071], [-2.6408, -1.2596, 0.8389], [-3.5739, -2.1725, 0.4369], [-3.2481, -3.0678, -0.5432], [-4.1589, -3.9595, -0.9818], [-1.9957, -3.0498, -1.0777], [-1.0707, -2.1233, -0.6651], [-1.3667, -1.1948, 0.3033], [1.4495, -0.8569, -2.1023], [3.0905, -1.2388, -2.6158], [2.4149, -2.1180, -1.2294], [3.7408, 1.9152, -2.4478], [2.0140, 1.6567, -2.4032], [2.7148, 2.7318, -1.1781], [5.1154, -0.4345, 0.5131], [5.3150, -0.6890, -1.2557], [5.4674, 0.9634, -0.6070], [2.2778, -1.5866, 1.0536], [2.4605, -0.5645, 2.4666], [0.3118, -0.0238, 2.7207], [0.2170, -1.6826, 2.1239], [0.7249, 2.0926, -0.0951], [-0.2417, 4.3030, 0.0875], [-2.4117, 4.6785, 1.1094], [-3.6664, 2.7102, 2.0252], [-4.5810, -2.1958, 0.8432], [-1.7034, -3.7595, -1.8463], [-0.0882, -2.1220, -1.1216], [-1.9033, 7.0897, -3.5334], [-1.3073, 5.6986, -3.5644], [0.0453, 5.7178, -4.0612], [0.9749, 6.1130, -3.2025], [0.7906, 6.4428, -2.0675], [2.3606, 6.0384, -3.8606], [2.3591, 6.5962, -5.0780], [2.7495, 4.7632, -4.0001], [3.2794, 6.6649, -3.1301], [-1.8405, 7.5534, -4.5188], [-2.9484, 7.0488, -3.2277], [-1.3662, 7.7350, -2.8390], [-1.8683, 5.0682, -4.2512], [-1.3399, 5.2223, -2.5841], [10.6369, 0.6439, -1.1577], [10.9129, -0.6936, -0.5042], [10.1407, -0.8568, 0.7011], [8.8659, -1.1837, 0.5351], [8.3192, -1.3610, -0.5133], [8.2021, -1.3489, 1.9126], [8.4797, -0.3218, 2.7244], [8.6222, -2.4692, 2.5190], [6.8722, -1.4118, 1.8445], [10.8113, 1.4567, -0.4513], [11.2821, 0.7840, -2.0244], [9.6001, 0.7185, -1.4844], [11.9561, -0.7516, -0.2003], [10.7246, -1.5232, -1.1854], [6.5000, 0.5379, 4.7938], [5.6448, 0.3952, 6.0351], [5.8387, 1.5261, 6.9081], [5.1870, 2.6192, 6.5366], [4.4612, 2.7021, 5.5878], [5.4516, 3.7612, 7.5277], [6.7559, 3.8835, 7.8025], [4.8131, 3.5409, 8.6859], [5.0289, 4.9287, 7.0478], [7.5475, 0.6706, 5.0666], [6.4092, -0.3406, 4.1595], [6.2055, 1.4119, 4.2129], [5.9436, -0.4871, 6.5976], [4.5881, 0.2823, 5.7935], [-5.9918, -5.9316, -2.3142], [-6.6216, -5.3680, -3.5686], [-7.9110, -5.9620, -3.8261], [-8.9191, -5.5028, -3.0985], [-8.8586, -4.6461, -2.2670], [-10.2206, -6.2029, -3.5147], [-10.0694, -7.5298, -3.5995], [-10.6338, -5.7698, -4.7199], [-11.2051, -5.9724, -2.6500], [-5.9312, -7.0198, -2.3740], [-4.9939, -5.5309, -2.1778], [-6.5831, -5.6913, -1.4312], [-6.0055, -5.6060, -4.4334], [-6.7118, -4.2827, -3.5218], [-13.3598, -5.0310, -5.9775], [-12.4150, -4.5909, -7.0746], [-12.9405, -4.9054, -8.3794], [-13.8787, -4.0894, -8.8416], [-14.3128, -3.1257, -8.2828], [-14.3065, -4.5324, -10.2486], [-14.5422, -5.8499, -10.3013], [-13.3467, -4.2580, -11.1444], [-15.4148, -3.9088, -10.6394], [-13.5902, -6.0930, -6.0755], [-12.9183, -4.8551, -4.9992], [-14.3055, -4.4919, -6.0295], [-11.4743, -5.1302, -6.9935], [-12.1873, -3.5269, -7.0083], [-1.2792, -1.3572, 8.3638], [-1.2067, -2.5324, 7.4127], [-0.3163, -2.2624, 6.3121], [0.9793, -2.3733, 6.5695], [1.4694, -2.6821, 7.6151], [1.7848, -2.0923, 5.2938], [1.3622, -0.9814, 4.6739], [1.6725, -3.1038, 4.4194], [3.0825, -1.9354, 5.5517], [-1.5612, -0.4501, 7.8276], [-2.0118, -1.5471, 9.1475], [-0.3143, -1.1675, 8.8330], [-2.1835, -2.7128, 6.9686], [-0.9056, -3.4474, 7.9225], [3.0641, 5.3798, 1.4080], [4.1023, 4.6459, 2.2304], [5.1806, 4.1635, 1.4013], [6.0873, 5.0564, 1.0339], [6.1014, 6.2147, 1.3298], [7.1759, 4.3701, 0.1946], [6.6484, 3.5837, -0.7542], [7.9571, 3.5978, 0.9671], [7.9600, 5.2585, -0.4102], [2.7024, 4.7462, 0.5962], [2.2202, 5.6704, 2.0329], [3.4808, 6.2777, 0.9523], [3.6586, 3.7636, 2.6871], [4.4936, 5.2669, 3.0359]]}

***

Question: Which formula does entry 2 have?
Answer: C45H55F22NO15SSi